Below is an isolated molecule of C13H14F4N2O4 in a non-equilibrium geometry, with properties calculated with ωB97M-V/def2-TZVPD.

Calculated values
Energy relative to the best compared isomer or geometry (same formula, charge and spin), kcal per mole: 0.00
SMILES: CCOC(=O)N/N=C(/C)c1ccc(OC(F)F)cc1OC(F)F
LUMO level, eV: 0.62
F_max, eV Å⁻¹: 1.5
HOMO level, eV: -8.99

Geometry as XYZ:
```
37
Properties=species:S:1:pos:R:3:forces:R:3:nbo_charge:R:1
C 5.601 0.399 -1.737 -0.233 -0.156 0.317 -0.636
C 5.355 -0.388 -0.457 0.410 -0.177 -0.380 -0.069
O 4.032 -0.181 0.038 -0.206 0.152 0.133 -0.494
C 3.071 -0.906 -0.530 -0.028 0.065 0.166 0.885
O 3.219 -1.748 -1.382 0.125 -0.146 -0.204 -0.644
N 1.832 -0.614 -0.023 -0.768 -0.381 -0.222 -0.473
N 1.636 0.336 0.910 0.530 0.419 0.306 -0.203
C 0.481 0.615 1.355 -0.187 -0.067 -0.061 0.205
C 0.371 1.703 2.372 0.071 0.045 0.013 -0.642
C -0.772 -0.087 0.965 0.058 0.038 -0.271 -0.100
C -0.917 -1.451 1.209 -0.162 0.229 -0.041 -0.179
C -2.066 -2.127 0.853 -0.344 -0.018 -0.128 -0.266
C -3.106 -1.434 0.250 0.210 -0.053 0.029 0.313
O -4.224 -2.200 -0.071 0.820 0.011 0.428 -0.489
C -5.268 -1.659 -0.710 -1.283 -0.202 -0.652 0.791
F -5.868 -0.668 -0.009 0.048 0.115 0.336 -0.342
F -4.927 -1.097 -1.898 0.257 -0.034 -0.168 -0.345
C -2.999 -0.074 0.000 -0.159 0.209 -0.064 -0.351
C -1.828 0.587 0.345 0.079 -0.253 0.048 0.312
O -1.640 1.936 0.102 0.217 -0.399 0.410 -0.496
C -2.414 2.560 -0.813 -0.504 0.096 -1.108 0.794
F -3.612 2.929 -0.296 -0.133 -0.159 0.275 -0.344
F -1.794 3.696 -1.156 0.283 0.099 0.046 -0.321
H 4.952 0.031 -2.528 -0.007 -0.014 -0.082 0.223
H 5.396 1.454 -1.573 0.029 0.109 -0.008 0.211
H 6.635 0.280 -2.045 0.127 0.006 -0.056 0.215
H 5.507 -1.458 -0.637 0.017 0.169 0.112 0.197
H 6.009 -0.047 0.347 -0.098 -0.081 -0.069 0.189
H 1.053 -1.139 -0.419 0.307 0.158 0.048 0.388
H -0.238 2.515 1.981 -0.045 0.093 0.062 0.234
H 1.363 2.073 2.608 0.055 0.049 0.049 0.237
H -0.107 1.324 3.274 -0.047 0.013 0.111 0.216
H -0.114 -1.982 1.698 0.093 -0.046 0.026 0.230
H -2.178 -3.182 1.039 -0.012 -0.145 0.033 0.236
H -6.011 -2.448 -0.900 0.343 0.222 0.119 0.140
H -3.816 0.477 -0.435 -0.030 -0.011 0.004 0.254
H -2.613 1.973 -1.730 0.162 0.047 0.443 0.123
```
Positions in Å, forces in eV/Å.

Below is a structure of composition C13H14FLaN in a non-equilibrium geometry, with properties calculated with ωB97M-V/def2-TZVPD.

Calculated values
Charge: -1
LUMO level (spin up / spin down), eV: 2.61 / 2.73
F_max, eV Å⁻¹: 8.8
HOMO level (spin up / spin down), eV: -4.47 / -3.27

Geometry as XYZ:
```
30
Properties=species:S:1:pos:R:3:forces:R:3:mulliken_charge:R:1
C -0.411 1.767 -2.795 0.144 -0.337 -0.102 -0.650
C -1.035 0.542 -3.196 -0.021 0.291 -0.063 -0.436
C -0.090 -0.507 -3.030 -0.183 -0.085 0.059 -0.541
C 1.115 0.055 -2.527 0.073 0.262 0.009 -0.454
C 0.922 1.455 -2.379 -0.043 0.019 -0.224 -0.504
La -0.842 0.674 -0.170 8.006 -1.556 -3.389 1.081
N 0.672 2.783 0.406 -3.561 1.913 2.703 -0.651
C -2.802 1.409 0.512 -2.098 4.525 3.340 -0.529
C -3.347 0.529 -0.397 -1.848 -0.961 0.585 -0.773
H -0.233 -1.558 -3.337 0.044 0.711 0.355 0.377
H -2.032 0.458 -3.661 0.645 -0.015 0.444 0.417
H 2.057 -0.490 -2.352 -0.697 0.358 0.030 0.386
H 1.672 2.189 -2.045 -0.537 -0.533 -0.091 0.396
H -0.844 2.775 -2.876 0.234 -0.587 0.118 0.438
H -3.750 1.027 -1.322 -0.048 -1.231 1.143 0.236
H -2.235 1.113 1.526 -2.448 0.870 -1.450 0.247
H -0.194 3.528 1.204 2.864 -2.434 -2.607 0.052
H -3.749 -0.290 0.246 -0.356 -0.195 -1.862 0.281
H -2.807 2.509 0.238 0.351 -1.109 0.957 0.304
F 2.934 -3.017 4.130 -0.185 0.089 -0.329 -0.334
C 2.230 -2.371 3.144 -0.061 1.289 -0.421 0.271
C 1.233 -3.046 2.452 -0.180 -0.791 -0.046 -0.355
C 0.480 -2.366 1.480 1.120 0.256 1.174 -0.320
C 0.730 -1.008 1.279 -2.334 0.467 -2.081 -0.582
C 1.749 -0.341 1.906 1.219 -0.452 1.387 -0.193
C 2.525 -1.017 2.875 -0.020 -0.569 0.110 -0.490
H 1.043 -4.106 2.679 0.187 0.459 -0.035 0.330
H -0.288 -2.889 0.908 0.114 0.001 0.255 0.298
H 1.965 0.714 1.675 -0.090 -0.413 0.222 0.341
H 3.333 -0.522 3.428 -0.291 -0.244 -0.191 0.358
```
Positions in Å, forces in eV/Å.

Below is a structure of composition C13H14IN3PtS in a non-equilibrium geometry, with properties calculated with ωB97M-V/def2-TZVPD.

Calculated values
Charge: +2
Multiplicity: 5
LUMO level (spin up / spin down), eV: -7.76 / -11.26
F_max, eV Å⁻¹: 2.7
HOMO level (spin up / spin down), eV: -14.78 / -16.38

Geometry as XYZ:
```
33
Properties=species:S:1:pos:R:3:forces:R:3:nbo_charge:R:1
C 0.723 -1.002 3.042 -0.424 -1.032 0.606 -0.841
C -1.147 -2.022 1.341 -0.117 -0.752 1.700 -0.799
H 1.427 -0.228 3.276 0.404 -0.094 0.922 0.222
H 1.209 -1.903 2.626 -0.094 0.204 0.943 0.218
H -0.037 -1.246 3.804 0.974 -0.079 0.120 0.243
H -1.542 -1.886 0.341 -0.624 -1.202 0.169 0.233
H -0.279 -2.707 1.546 -1.204 0.041 -0.733 0.256
H -1.801 -2.053 2.256 0.013 -0.620 -1.354 0.250
C 2.374 -1.118 0.214 0.361 -0.071 -0.592 0.053
C 3.400 -1.167 -0.722 -0.172 -0.141 0.072 -0.204
C 3.189 -0.619 -1.994 0.307 0.072 0.081 -0.083
C 2.020 0.081 -2.265 -1.148 -0.812 0.468 -0.183
H 2.401 -1.469 1.238 0.598 -0.321 -0.330 0.232
H 4.307 -1.696 -0.467 0.123 0.119 -0.072 0.272
H 3.943 -0.730 -2.774 -0.156 0.009 0.267 0.270
H 1.685 0.355 -3.258 0.742 0.498 0.005 0.254
N 1.198 -0.606 -0.131 0.990 1.972 -1.131 -0.445
C 1.033 0.108 -1.276 0.773 -1.685 -0.212 0.168
C -0.303 0.638 -1.434 -2.112 -0.302 -0.338 0.159
N -1.091 0.489 -0.331 0.039 1.091 -0.265 -0.537
C -2.344 0.931 -0.315 0.045 -0.233 -0.748 0.067
C -2.198 1.486 -2.627 -0.093 -0.410 -0.279 -0.098
C -2.948 1.372 -1.463 -0.123 0.322 0.161 -0.201
H -2.915 0.950 0.621 0.182 -0.503 -0.612 0.202
H -4.003 1.559 -1.339 -0.125 0.468 -0.680 0.265
C -0.864 1.071 -2.643 0.144 -0.430 0.798 -0.170
H -0.292 0.895 -3.555 -0.299 0.740 0.142 0.252
H -2.673 1.822 -3.537 0.004 -0.026 -0.104 0.265
Pt -0.214 -0.300 1.449 1.061 0.352 -0.781 1.094
I 1.205 2.005 1.518 0.994 1.568 0.268 0.289
S -1.922 0.856 2.664 -0.536 2.525 0.807 0.478
C -1.755 2.498 2.223 -0.857 -0.781 0.778 -0.086
N -1.786 3.637 1.974 0.331 -0.489 -0.077 -0.095
```
Positions in Å, forces in eV/Å.

Below is a structure of composition C13H14IN3Zr in a non-equilibrium geometry, with properties calculated with ωB97M-V/def2-TZVPD.

Calculated values
Energy relative to the best compared isomer or geometry (same formula, charge and spin), kcal per mole: 0.00
Charge: +2
LUMO level, eV: -9.46
F_max, eV Å⁻¹: 2.9
HOMO level, eV: -16.32

Geometry as XYZ:
```
32
Properties=species:S:1:pos:R:3:forces:R:3:nbo_charge:R:1
C 3.362 3.962 1.690 0.271 0.153 0.085 -0.608
C 4.496 3.007 1.291 -0.004 0.683 0.377 -0.611
H 3.033 4.562 0.834 0.095 -0.008 0.101 0.201
H 3.744 4.649 2.460 -0.263 -0.139 -0.292 0.236
H 2.471 3.480 2.098 0.240 -0.133 0.165 0.167
H 4.216 2.229 0.591 -0.189 -0.162 -0.266 0.171
H 5.272 3.622 0.823 0.023 -0.353 0.021 0.233
H 4.930 2.533 2.174 -0.003 -0.010 -0.084 0.217
C -2.782 1.023 0.091 0.235 -0.288 -0.366 0.115
C -3.961 0.954 -0.625 -0.333 0.358 0.299 -0.214
C -4.206 -0.114 -1.484 0.074 0.035 0.063 -0.052
C -3.257 -1.116 -1.625 1.062 -0.258 0.330 -0.177
H -2.561 1.769 0.860 -0.344 -0.171 -0.526 0.257
H -4.692 1.745 -0.481 0.021 -0.255 -0.011 0.279
H -5.133 -0.193 -2.033 -0.135 0.125 0.035 0.272
H -3.410 -2.029 -2.209 -0.237 0.679 0.123 0.257
N -1.789 0.128 -0.154 -0.602 -0.656 -0.296 -0.637
C -2.031 -0.955 -0.982 -1.034 1.126 0.368 0.180
C -0.950 -1.911 -1.058 1.561 -0.794 -0.094 0.190
N 0.207 -1.537 -0.408 -0.472 -0.592 -0.218 -0.659
C 1.231 -2.427 -0.277 -0.678 0.319 -0.502 0.084
C 0.032 -4.002 -1.681 0.443 0.188 0.234 -0.059
C 1.164 -3.653 -0.928 0.512 -0.165 0.135 -0.202
H 2.071 -2.080 0.349 -0.233 -0.526 -0.489 0.236
H 2.021 -4.327 -0.858 -0.367 0.172 -0.009 0.280
C -1.048 -3.137 -1.715 -0.282 0.926 0.333 -0.175
H -1.981 -3.349 -2.234 0.453 -0.314 0.061 0.254
H -0.010 -4.934 -2.236 0.106 0.055 0.192 0.275
Zr 0.172 0.385 0.669 -0.423 0.850 1.443 2.055
I 0.046 3.126 0.618 0.244 -1.428 -0.131 -0.061
N -0.450 -0.965 3.736 0.585 1.224 -2.512 -0.117
C -0.208 -0.444 2.703 -0.327 -0.642 1.430 -0.384
```
Positions in Å, forces in eV/Å.

Below is a structure of composition C13H14IrN4O3, with properties calculated with ωB97M-V/def2-TZVPD.

Calculated values
Energy relative to the best compared isomer or geometry (same formula, charge and spin), kcal per mole: 0.00
Charge: +1
Multiplicity: 5
LUMO level (spin up / spin down), eV: -3.90 / -5.42
F_max, eV Å⁻¹: 1.0
HOMO level (spin up / spin down), eV: -10.40 / -12.42

Geometry as XYZ:
```
35
Properties=species:S:1:pos:R:3:forces:R:3:nbo_charge:R:1
Ir 0.677 -0.961 0.261 0.018 0.097 0.392 1.325
N 2.987 -0.901 0.702 0.177 -0.045 -0.094 -0.824
C 3.144 -0.672 2.151 0.058 0.049 -0.060 -0.330
C 2.033 -1.357 2.925 -0.418 0.014 0.100 0.628
O 2.196 -1.843 4.014 0.097 0.030 -0.047 -0.494
N 0.793 -1.331 2.262 0.701 0.201 0.025 -0.536
C -0.227 -2.187 2.742 -0.509 -0.593 -0.586 -0.372
C -0.486 -3.274 1.598 0.278 0.067 0.702 0.787
O -0.864 -4.365 1.891 -0.106 0.008 -0.179 -0.516
O -0.247 -2.801 0.393 -0.174 -0.246 -0.308 -0.761
H 3.391 -1.793 0.432 -0.020 -0.032 0.054 0.402
H 3.487 -0.195 0.173 -0.013 0.034 -0.004 0.402
H 3.074 0.403 2.328 -0.023 -0.029 0.063 0.234
H 4.103 -1.017 2.533 -0.042 -0.020 0.013 0.240
H -1.201 -1.691 2.760 0.074 0.184 0.258 0.235
H -0.012 -2.691 3.679 0.054 0.091 0.032 0.262
N 0.216 -0.943 -1.937 -0.038 0.054 -0.251 -0.857
C -0.505 0.257 -2.323 -0.026 0.113 0.146 0.109
C -0.752 0.582 -3.624 -0.058 0.068 -0.013 -0.184
C -1.476 1.752 -3.949 0.043 -0.081 0.019 -0.182
C -1.953 2.566 -2.965 0.027 -0.021 0.056 -0.179
C -1.708 2.257 -1.604 -0.056 0.078 -0.051 -0.013
C -2.174 3.057 -0.534 0.011 -0.018 -0.027 -0.092
C -1.894 2.704 0.755 0.041 -0.079 0.004 -0.262
C -1.127 1.550 0.987 -0.011 0.033 0.047 0.110
N -0.678 0.786 0.016 -0.183 0.182 -0.285 -0.519
C -0.968 1.107 -1.283 0.088 -0.175 -0.045 0.129
H 1.001 -1.094 -2.561 -0.001 0.006 -0.017 0.412
H -0.392 -1.757 -2.035 0.036 -0.032 0.038 0.425
H -0.402 -0.066 -4.418 0.010 -0.009 -0.007 0.234
H -1.658 1.986 -4.988 -0.003 0.003 -0.015 0.242
H -2.519 3.455 -3.209 -0.015 0.017 0.007 0.236
H -2.753 3.945 -0.753 -0.007 0.016 -0.004 0.238
H -2.240 3.290 1.593 -0.005 0.006 0.014 0.250
H -0.868 1.242 1.992 -0.002 0.029 0.023 0.221
```
Positions in Å, forces in eV/Å.

Below is an isolated molecule of C13H14N2O2S, with properties calculated with ωB97M-V/def2-TZVPD.

Calculated values
Energy relative to the best compared isomer or geometry (same formula, charge and spin), kcal per mole: 27.45
SMILES: COc1ccccc1CNC(=O)Nc1cccs1
LUMO level, eV: 0.64
F_max, eV Å⁻¹: 0.6
HOMO level, eV: -8.16

Geometry as XYZ:
```
32
Properties=species:S:1:pos:R:3:forces:R:3:nbo_charge:R:1
C 4.371 1.014 -0.745 0.210 0.115 0.030 -0.251
O 3.115 0.429 -0.988 -0.300 -0.200 0.038 -0.519
C 2.569 -0.375 -0.028 -0.180 -0.167 0.028 0.376
C 3.165 -0.640 1.200 0.221 0.197 -0.106 -0.315
C 2.536 -1.464 2.119 -0.050 -0.043 0.016 -0.193
C 1.313 -2.036 1.826 -0.031 -0.073 0.106 -0.239
C 0.720 -1.777 0.603 0.154 0.074 -0.027 -0.173
C 1.329 -0.955 -0.330 0.189 0.146 -0.111 -0.118
C 0.637 -0.669 -1.639 0.142 -0.085 -0.158 -0.250
N -0.687 -0.126 -1.418 0.151 0.255 0.153 -0.624
C -1.799 -0.860 -1.635 -0.386 0.315 -0.086 0.787
O -1.822 -1.908 -2.248 0.081 -0.411 -0.136 -0.652
N -2.995 -0.322 -1.172 -0.308 -0.378 -0.243 -0.634
C -3.273 0.681 -0.268 0.166 0.394 0.410 0.004
C -4.491 1.273 -0.097 0.236 -0.169 -0.232 -0.312
C -4.504 2.216 0.955 0.152 0.067 0.240 -0.229
C -3.310 2.333 1.579 0.207 -0.111 -0.067 -0.428
S -2.125 1.270 0.906 -0.527 -0.011 -0.018 0.380
H 4.342 1.687 0.119 0.007 -0.044 -0.025 0.176
H 5.145 0.256 -0.591 -0.037 0.029 0.013 0.177
H 4.604 1.589 -1.640 0.033 -0.024 0.090 0.201
H 4.119 -0.207 1.454 0.082 0.058 -0.009 0.215
H 3.014 -1.656 3.068 0.041 -0.012 0.072 0.213
H 0.825 -2.680 2.542 -0.043 -0.062 0.065 0.215
H -0.233 -2.222 0.356 -0.136 -0.055 -0.026 0.219
H 1.227 0.038 -2.227 -0.107 -0.176 -0.001 0.222
H 0.501 -1.592 -2.210 0.078 0.180 0.009 0.249
H -0.740 0.728 -0.888 -0.053 -0.008 -0.135 0.399
H -3.802 -0.829 -1.513 0.255 -0.014 0.041 0.418
H -5.346 1.046 -0.708 -0.137 -0.080 -0.164 0.221
H -5.375 2.787 1.225 -0.130 0.111 0.080 0.226
H -3.029 2.972 2.391 0.021 0.184 0.153 0.238
```
Positions in Å, forces in eV/Å.

What are the energy values for these records? In order: -35748.2652 -18768.4394 -40337.7834 -27543.6589 -28642.1106 -31618.7584 eV.